(1)
Density functional theory data (wB97M-V/def2-TZVPD) for 15 unconnected molecules or ions with the total composition C4H38NO15 at a distorted geometry.

Each line ends with the Mulliken charge.
Element x y z (Å)
C1 0.33632 2.59296 -1.76570  -0.7381
N1 1.65373 1.95741 -1.99291  -0.5007
C2 2.02045 1.22605 -0.69316  -1.1442
C3 1.56451 -0.22468 -0.68541  -0.2701
C4 0.26313 -0.61652 0.06644  0.7491
O1 0.24534 -2.04223 0.01349  -0.5990
H1 0.13532 3.07396 -0.82004  0.2464
H2 -0.48486 1.92976 -1.99713  0.2919
H3 0.25588 3.45647 -2.49789  0.3487
H4 1.42410 1.12594 -2.56472  0.4719
H5 1.73227 1.78186 0.20154  0.9640
H6 3.10024 1.24560 -0.58491  0.1088
H7 1.44788 -0.62408 -1.69310  0.0259
H8 2.32147 -0.85955 -0.21694  0.4268
H9 0.26773 -0.47345 1.13395  -0.1650
H10 -0.56927 -0.18513 -0.58977  -0.0144
H11 -2.55675 0.61604 -3.71135  0.4052
H12 -3.03992 1.12177 -2.35364  0.2879
O2 -3.06733 1.32338 -3.29365  -0.6790
H13 -1.94635 -1.96677 -3.27012  0.4466
H14 -3.16755 -1.26567 -3.50665  0.3136
O3 -2.35702 -1.37957 -4.02241  -0.8305
H15 3.44824 0.16878 2.47909  0.2900
H16 2.19754 -0.33231 3.23276  0.2947
O4 2.70150 0.45350 3.00595  -0.6016
H17 -0.34081 -3.52438 2.45676  0.2029
H18 -0.67989 -2.86244 1.11820  0.4426
O5 -1.09511 -3.19819 1.96935  -0.7426
H19 -0.47006 -0.74827 -4.24233  0.3617
H20 0.18963 -1.52261 -3.09799  0.4226
O6 0.35740 -0.80490 -3.75734  -0.7513
H21 1.27622 -2.35732 3.23939  0.2705
H22 0.17437 -2.46946 4.14971  0.3627
O7 1.02132 -2.00929 4.13277  -0.6533
H23 -0.47726 0.99959 3.68899  0.3262
H24 -1.67642 0.30841 3.18237  0.3136
O8 -1.41749 0.93481 3.88065  -0.6592
H25 -3.72091 -0.15254 0.33466  0.3549
H26 -4.41061 -0.32207 -1.02384  0.3101
O9 -4.25210 0.32419 -0.30574  -0.6640
H27 -2.83900 -2.42634 0.60489  0.3270
H28 -2.26248 -1.84124 -0.77032  0.3267
O10 -3.05531 -2.02459 -0.23859  -0.6729
H29 -0.17393 -2.28336 -0.97009  0.2273
H30 -1.16072 -3.40642 -2.00600  0.1186
O11 -0.99140 -2.46240 -2.04161  -0.8859
H31 1.60691 -2.46224 0.93368  0.2935
H32 2.43728 -3.66174 1.31477  0.3218
O12 2.34546 -2.73989 1.56977  -0.7107
H33 3.80901 2.60021 0.31214  0.3269
H34 3.23409 3.67280 -0.67235  0.3588
O13 3.55411 3.51594 0.22373  -0.7003
H35 0.20254 2.04008 0.97533  -0.0843
H36 -0.91459 2.62377 1.82727  0.2506
O14 -0.53296 1.77579 1.52037  -0.5285
H37 2.36056 4.56286 1.14130  0.3447
H38 1.69166 3.99181 2.42968  0.2925
O15 1.49935 4.34068 1.54888  -0.6320

2S+1: 1
Relative energy (zero: lowest compared OMol25 entry of this formula, charge and spin): 69.04 kcal per mole
Electronic energy: -36969.3478 eV
Frontier orbital gap: 9.2 eV
Max |F|: 2.8 eV Å⁻¹
Total charge: -1
E_HOMO: -6.7 eV

(2)
Density functional theory data (wB97M-V/def2-TZVPD) for a molecular structure, BCsF6NO4S2 at a distorted geometry.

Each line ends with the Mulliken charge.
Element x y z (Å)
Cs1 2.16392 2.46557 0.75169  1.0034
N1 -1.12093 -0.09974 -3.25915  -0.2024
S1 -1.56588 -0.13006 -4.68477  1.0490
O1 -2.98565 -0.02969 -5.06963  -0.5629
O2 -0.64359 -0.87477 -5.59732  -0.5918
F1 -1.07749 1.42053 -4.93461  -0.3478
S2 -1.72621 -1.63209 -3.00992  1.0774
O3 -1.10183 -2.86799 -3.44989  -0.5435
O4 -3.13954 -1.60072 -2.60306  -0.5598
F2 -1.16107 -1.64331 -1.50272  -0.3192
B1 2.49833 1.01770 6.68917  0.6214
F3 2.36550 -0.30656 6.26015  -0.4090
F4 2.76454 1.15527 8.03116  -0.3873
F5 3.49347 1.50931 5.87993  -0.4023
F6 1.23638 1.61660 6.49894  -0.4254

2S+1: 1
Relative energy (zero: lowest compared OMol25 entry of this formula, charge and spin): 91.13 kcal per mole
Electronic energy: -48885.5125 eV
Frontier orbital gap: 7.2 eV
Max |F|: 10.8 eV Å⁻¹
Total charge: -1
E_HOMO: -7.3 eV

(3)
Density functional theory data (wB97M-V/def2-TZVPD) for a molecular structure, C4H6N3 at a distorted geometry.

Each line ends with the Mulliken charge.
Element x y z (Å)
C1 3.57648 0.57616 -0.14558  0.0672
C2 -1.40389 0.04095 -0.20849  0.4758
C3 -2.41697 0.83461 -0.44191  -0.6858
C4 0.03928 -1.06250 0.46619  0.0586
N1 2.69043 -0.02100 -0.49636  -0.3359
N2 -0.74608 -0.23610 1.12830  -0.2484
N3 -0.50892 -0.89401 -0.74389  -0.0839
H1 4.33601 1.22890 0.32882  0.2833
H2 -2.77722 1.33599 0.47823  0.2617
H3 -2.72021 1.06131 -1.47556  0.2921
H4 0.94060 -1.67512 0.67982  0.4066
H5 -0.39013 0.28336 1.91769  0.2864
H6 -0.61936 -1.47257 -1.48725  0.2223

2S+1: 1
Relative energy (zero: lowest compared OMol25 entry of this formula, charge and spin): 60.45 kcal per mole
Electronic energy: -8705.8829 eV
Frontier orbital gap: 10.6 eV
Max |F|: 4.1 eV Å⁻¹
Total charge: +1
E_HOMO: -15.0 eV

(4)
Density functional theory data (wB97M-V/def2-TZVPD) for 2 unconnected molecules or ions with the total composition C2H5NO at a distorted geometry.

Each line ends with the Mulliken spin population.
Element x y z (Å)
C1 0.38046 -0.09067 -0.08724  0.8684
C2 -0.88412 0.43397 0.17170  -0.0373
N1 1.44463 -0.62750 0.51273  -0.0055
O1 1.58221 0.64609 -0.17613  0.0536
H1 -0.34153 -1.66604 -2.56170  0.9798
H2 -1.36922 -0.33112 0.62764  0.0117
H3 -1.43866 0.71130 -0.65101  0.0445
H4 -0.72924 1.41722 0.65152  0.0435
H5 1.35549 -0.49324 1.51249  0.0413

2S+1: 3
Relative energy (zero: lowest compared OMol25 entry of this formula, charge and spin): 72.83 kcal per mole
Electronic energy: -5684.5259 eV
Frontier orbital gap (alpha / beta): 8.7 / 10.3 eV
Max |F|: 4.3 eV Å⁻¹
Expectation value of S²: 2.003
E_HOMO (alpha / beta): -7.5 / -10.0 eV